# 1
The following is a quantum chemistry calculation of a structure of composition C21H30FN3O3 in a non-equilibrium geometry, from the OMol25 dataset.

Summary:
**HOMO-LUMO gap**: 9.01 eV
**HOMO**: -0.3187 hartree
**Charge**: 0
**E_tot**: -1307.1679 hartree
**Energy above the lowest of the compared OMol25 structures with the same formula, charge and spin**: 2448.6 kJ/mol

Geometry (Å):
O -1.36 1.67 -1.62
C -0.97 0.51 -1.21
N 0.31 -0.04 -1.60
H 0.54 -0.77 -1.21
C 1.00 0.80 -2.61
C 2.41 1.38 -1.73
H 3.17 1.78 -2.36
H 2.86 0.40 -1.32
C 2.16 2.44 -0.92
C 1.92 3.71 -1.54
C 3.30 4.46 -1.95
C 3.06 5.67 -2.77
C 1.50 6.08 -3.05
C 0.66 5.31 -2.62
C 0.67 4.15 -2.05
H -0.13 3.72 -1.59
H -0.54 5.76 -2.87
F 1.56 7.31 -3.62
H 3.88 6.09 -2.92
H 4.17 4.19 -1.53
H 2.96 2.55 -0.20
H 1.41 2.33 -0.18
H 1.62 0.10 -3.29
H 0.80 1.76 -2.83
C -1.57 -0.37 -0.49
C -1.35 0.26 1.18
N -2.07 -0.52 2.15
C -3.04 -1.12 1.91
O -3.64 -1.77 2.70
C -3.95 -0.25 0.96
C -3.08 -0.28 -0.52
H -3.49 0.70 -1.11
H -3.41 -1.09 -1.06
H -4.20 0.81 1.24
H -4.95 -0.68 0.74
C -0.85 -1.32 3.11
H -0.69 -0.55 3.63
H -1.58 -1.79 3.90
C 0.19 -1.99 2.48
N -0.06 -2.64 1.29
C -1.23 -3.79 1.67
C -0.35 -4.88 2.22
O 0.56 -5.39 1.29
C 1.42 -4.37 1.17
C 0.97 -3.18 0.40
H 1.55 -2.55 0.50
H 0.43 -3.49 -0.39
H 2.14 -4.93 0.61
H 2.02 -4.33 2.03
H -1.12 -5.79 2.09
H -0.16 -4.91 3.07
H -1.99 -3.54 2.07
H -1.61 -4.29 0.49
H 0.86 -1.27 2.31
H 0.50 -2.66 3.44
H -0.14 0.43 1.51
H -1.87 1.35 1.20
H -1.22 -1.15 -0.26

# 2
The following is a quantum chemistry calculation of a structure of composition C47H57BCl4N10O2S5Sr in a non-equilibrium geometry, from the OMol25 dataset.

Summary:
**HOMO-LUMO gap**: 7.68 eV
**HOMO**: -0.2634 hartree
**Charge**: 0
**E_tot**: -6410.8837 hartree
**Energy above the lowest of the compared OMol25 structures with the same formula, charge and spin**: 15.9 kJ/mol

Geometry (Å):
Sr -0.23 0.13 -0.11
C 1.13 -4.38 1.82
C 1.35 -5.24 0.57
C 0.15 -6.15 0.30
C 2.57 -6.12 0.82
N 1.61 -4.39 -0.62
C 2.77 -4.46 -1.37
C 2.62 -3.65 -2.43
N 1.38 -3.07 -2.37
B 0.90 -2.22 -3.59
N -0.64 -2.29 -3.72
C -1.18 -3.48 -4.15
C -2.51 -3.35 -4.19
N -2.83 -2.07 -3.77
C -1.65 -1.42 -3.45
S -1.42 0.18 -2.91
C -4.27 -1.68 -3.79
C -4.78 -1.90 -5.22
C -5.00 -2.61 -2.81
C -4.56 -0.24 -3.41
N 1.45 -0.77 -3.65
C 1.30 -0.08 -4.83
C 1.95 1.09 -4.71
N 2.51 1.14 -3.45
C 2.18 -0.01 -2.79
S 2.55 -0.50 -1.21
C 3.45 2.27 -3.14
C 4.04 2.27 -1.74
C 2.69 3.59 -3.32
C 4.59 2.18 -4.16
C 0.76 -3.50 -1.24
S -0.78 -3.01 -0.71
H 0.89 -5.02 2.67
H 0.31 -3.68 1.66
H 2.03 -3.82 2.05
H -0.03 -6.79 1.17
H 0.35 -6.80 -0.56
H -0.74 -5.56 0.10
H 2.38 -6.74 1.69
H 3.46 -5.52 1.03
H 2.78 -6.78 -0.02
H 3.61 -5.07 -1.10
H 3.31 -3.42 -3.23
H 1.34 -2.78 -4.56
H -0.55 -4.32 -4.40
H -3.25 -4.07 -4.47
H -4.74 -2.95 -5.52
H -4.18 -1.32 -5.92
H -5.81 -1.57 -5.29
H -4.83 -3.66 -3.04
H -6.07 -2.41 -2.85
H -4.66 -2.40 -1.80
H -4.02 0.46 -4.04
H -4.30 -0.04 -2.37
H -5.63 -0.07 -3.53
H 0.73 -0.47 -5.65
H 2.04 1.89 -5.42
H 3.26 2.31 -0.98
H 4.66 3.16 -1.64
H 4.66 1.40 -1.56
H 1.90 3.67 -2.58
H 2.26 3.70 -4.32
H 3.39 4.41 -3.16
H 5.07 1.20 -4.11
H 5.34 2.94 -3.94
H 4.23 2.35 -5.18
Cl -0.68 3.11 -1.53
C -2.44 3.25 -1.61
Cl -3.18 2.54 -0.18
H -2.78 2.70 -2.48
H -2.69 4.31 -1.66
S 3.36 -0.84 3.59
C 2.50 -0.83 2.08
N 1.23 -0.97 2.15
C 0.80 -1.08 3.46
C -0.52 -1.20 3.89
C -0.77 -1.28 5.24
C 0.27 -1.26 6.18
C 1.58 -1.14 5.77
C 1.84 -1.04 4.41
H 3.05 -0.70 1.16
H -1.31 -1.20 3.15
H -1.79 -1.36 5.59
H 0.04 -1.34 7.23
H 2.40 -1.12 6.49
C -4.97 -0.87 3.55
N -4.14 -1.92 3.03
C -3.74 -3.06 3.70
C -2.92 -3.75 2.88
N -2.83 -3.03 1.71
C -3.58 -1.90 1.78
S -3.77 -0.72 0.61
H -5.77 -1.29 4.16
H -5.40 -0.32 2.71
H -4.39 -0.17 4.16
H -4.06 -3.28 4.70
H -2.41 -4.68 3.03
H -2.23 -3.23 0.92
Cl 0.22 6.57 0.72
C 1.90 6.26 1.05
C 2.79 6.63 0.06
C 4.15 6.44 0.21
C 4.62 5.88 1.38
C 3.73 5.53 2.37
Cl 4.38 4.83 3.84
C 2.33 5.69 2.26
N 1.57 5.31 3.35
C 0.17 5.05 3.43
C -0.69 6.10 3.75
C -2.05 5.88 3.88
C -2.55 4.59 3.72
C -1.69 3.54 3.46
C -0.32 3.75 3.31
C 0.60 2.58 3.05
C 0.23 1.79 1.78
O 0.99 1.85 0.79
O -0.80 1.07 1.83
H 2.39 7.07 -0.85
H 4.83 6.72 -0.58
H 5.68 5.71 1.53
H 2.11 4.84 4.05
H -0.28 7.09 3.86
H -2.72 6.70 4.10
H -3.61 4.41 3.82
H -2.07 2.53 3.36
H 0.50 1.87 3.88
H 1.63 2.89 2.96